CH3N5 in the gas phase at a distorted geometry, computed with the ωB97M-V functional and the def2-TZVPD basis.

```
9
Properties=species:S:1:pos:R:3:forces:R:3:lowdin_charge:R:1
N -1.6246 -0.1072 -0.0692 1.251 -3.319 0.015 0.1111
N 0.0613 -1.4960 -0.2742 1.408 0.861 1.930 -0.0395
N -1.3076 -1.4051 -0.1383 -0.278 5.625 0.499 -0.0040
N 0.5160 -0.1262 -0.1363 12.657 -7.726 0.354 -0.0038
N -0.2490 2.0535 0.0224 -4.242 -3.739 0.735 0.0906
C -0.3127 0.7364 -0.0015 -7.430 7.449 -0.027 -0.5697
H 1.7304 -0.0516 0.1857 -5.232 -0.151 -1.610 0.2973
H 0.6330 2.3721 -0.1365 3.247 0.973 -0.381 -0.0364
H 0.5533 -1.9760 0.5479 -1.382 0.027 -1.515 0.1544
```
Forces are in eV/Å.

ΔE to the lowest compared entry with this formula, charge and spin = 411.38 kJ/mol
Largest force on an atom = 14.8 eV/A
E_tot = -8530.831 eV
Charge = 0

***

A molecular structure, C30H20ClCrIN5O2, computed with the ωB97M-V functional and the def2-TZVPD basis.

```
60
Properties=species:S:1:pos:R:3:forces:R:3:lowdin_charge:R:1
I -0.4116 -5.1130 0.7542 0.004 0.010 -0.002 0.9366
Cr 0.7504 -0.3767 -0.9345 -0.185 0.122 0.004 0.9459
Cl 4.8472 -4.4640 2.8595 0.035 -0.019 0.025 0.6930
O 0.5046 -2.2706 -0.4295 0.016 -0.054 0.020 -0.2256
O -0.8556 -0.3515 -1.8562 0.319 0.191 -0.194 -0.1995
N -3.9084 2.3973 -1.8620 -0.001 -0.050 -0.028 0.0948
N 2.6554 -0.8311 -0.0751 -0.014 0.092 -0.054 0.0518
N -1.9596 2.1414 -0.8733 -0.030 -0.042 0.031 0.1293
N 0.7553 2.0577 0.5619 -0.128 -0.020 0.145 0.1300
N 0.3229 0.8936 0.6154 0.063 -0.054 -0.183 -0.0212
C -4.4658 -0.4678 -1.4413 0.010 -0.034 0.043 -0.0490
C -2.2481 3.4780 -0.9759 -0.037 0.021 -0.011 -0.1429
C -1.1262 -0.6793 1.7294 0.040 0.062 -0.049 -0.0025
C 1.5183 1.3907 -1.6373 -0.037 -0.035 0.146 -0.1601
C 1.4295 -2.7953 0.3274 -0.074 -0.084 0.011 -0.4252
C -3.6244 -2.6916 -1.6818 0.055 -0.052 -0.004 -0.0865
C -0.4793 0.5501 1.7424 -0.088 -0.012 0.211 -0.2162
C -2.3359 -2.1965 -1.7691 0.020 0.062 -0.043 -0.0204
C -2.0867 -0.8190 -1.7104 -0.181 -0.135 0.171 -0.3241
C -3.1772 0.0577 -1.5259 0.133 -0.054 0.005 -0.0835
C -3.4515 3.6624 -1.5886 0.043 0.003 0.011 -0.1023
C 2.1728 1.7757 -2.7995 0.016 -0.010 -0.085 -0.0980
C 4.8581 -0.4979 0.7632 0.063 -0.028 0.047 -0.0229
C -1.9338 -1.0374 2.7986 -0.027 -0.007 0.030 -0.0565
C -2.9742 1.5067 -1.4166 0.017 0.127 -0.004 -0.2804
C 1.9458 3.6513 -0.7509 -0.017 -0.033 -0.005 -0.0252
C -0.6430 1.4286 2.8125 0.028 -0.057 -0.035 -0.0156
C 2.5916 3.9965 -1.9261 0.007 0.012 -0.003 -0.0859
C -4.7007 -1.8297 -1.5246 -0.076 0.052 0.017 -0.1029
C 3.5572 -3.8112 1.8993 -0.073 -0.003 -0.026 -0.6108
C 3.7096 -2.5394 1.2938 -0.107 0.013 -0.056 -0.1644
C -1.4475 1.0569 3.8726 0.006 0.029 0.011 -0.0763
C 1.4278 2.3648 -0.6289 0.096 -0.006 -0.204 -0.3107
C -2.0934 -0.1748 3.8705 -0.011 -0.022 -0.007 -0.0780
C 1.3406 -4.0186 0.9624 -0.028 0.032 -0.034 -0.6356
C 2.6985 3.0583 -2.9470 -0.017 -0.013 0.022 -0.0791
C 2.4011 -4.5207 1.7402 0.049 0.003 0.018 -0.1619
C 4.8455 -1.7128 1.3937 0.033 0.037 -0.003 -0.0016
C 2.6314 -2.0530 0.5293 0.139 -0.013 0.082 -0.1264
C 3.7348 -0.0828 0.0347 -0.096 -0.064 -0.014 -0.0743
H 2.2971 -5.4853 2.2174 0.015 0.002 0.008 0.0951
H -5.7092 -2.2143 -1.4479 0.007 0.005 0.001 0.0959
H -2.4396 -1.9939 2.7837 0.004 0.003 -0.009 0.1086
H -1.5777 1.7329 4.7078 0.008 0.004 -0.007 0.1039
H 3.7087 0.8755 -0.4667 0.031 0.013 0.007 0.1134
H -5.2988 0.2044 -1.2661 0.000 -0.008 -0.003 0.1052
H 2.2785 1.0781 -3.6241 -0.009 -0.007 0.013 0.1008
H -1.0157 -1.3523 0.8890 -0.002 -0.005 0.011 0.0902
H 5.6964 -2.0509 1.9694 0.006 0.012 -0.004 0.0975
H -3.7896 -3.7612 -1.7324 0.009 0.007 -0.002 0.1016
H 3.1954 3.3286 -3.8711 0.002 0.009 0.004 0.1022
H -4.7470 2.1585 -2.3600 0.002 0.011 -0.015 0.1466
H -0.1446 2.3863 2.7969 0.002 0.004 0.002 0.1057
H -1.5710 4.2300 -0.6037 -0.005 -0.006 0.001 0.0912
H 1.8317 4.3546 0.0646 -0.002 -0.003 -0.001 0.1114
H 3.0026 4.9893 -2.0527 -0.001 -0.001 0.002 0.1004
H -2.7238 -0.4555 4.7043 0.002 -0.001 -0.003 0.1037
H -4.0032 4.5463 -1.8550 0.000 -0.007 0.001 0.1007
H 5.7197 0.1516 0.8225 -0.007 0.005 -0.007 0.1116
H -1.4854 -2.8557 -1.8823 -0.026 -0.005 -0.005 0.0982
```
Forces are in eV/Å.

ΔE to the lowest compared entry with this formula, charge and spin = 0.00 kJ/mol
Multiplicity = 4
Largest force on an atom = 0.4 eV/A
E_tot = -92025.998 eV
Charge = 0

***

Question: What is the ΔE to the lowest compared entry with this formula, charge and spin in the second record?
Answer: 0.00 kJ/mol

***

Question: Which value of E_tot does entry 1 give?
Answer: -8530.831 eV

***

Question: Which of these has the lowest largest force on an atom?
Answer: C30H20ClCrIN5O2